The following is a quantum chemistry calculation of the molecule C4H5NO2, from the Open Molecules 2025 dataset.

Geometry as XYZ:
```
12
Properties=species:S:1:pos:R:3:forces:R:3
O -2.666980 0.955537 -0.795981 0.3 -0.1 0.0
C -1.497895 0.641100 -0.692452 -0.1 -0.1 0.0
C -0.922069 -0.013932 0.461317 -0.2 0.1 0.0
C 0.512135 -1.127963 -0.585046 0.0 0.0 -0.1
N 0.441664 -0.294537 0.466954 0.1 0.0 -0.1
C 1.487675 0.506427 0.957282 0.3 0.0 -0.1
O 2.627319 0.363834 0.606470 -0.5 0.0 0.1
H -0.758158 0.878202 -1.493863 0.0 0.0 0.1
H -1.526529 -0.182184 1.350491 0.1 0.0 -0.1
H 1.216476 -0.932075 -1.392687 -0.1 0.0 0.1
H -0.033301 -2.060435 -0.547883 0.0 0.2 0.0
H 1.119662 1.266025 1.665398 0.1 -0.1 -0.1
```
Forces are in eV/Å.

The HOMO energy (alpha / beta) is -0.33647 / -0.33653 hartree. As for the total energy: -9810.85761 eV. Its HOMO-LUMO gap (alpha / beta) is 8.058 / 8.062 eV. As for the relative energy (zero: lowest compared OMol25 entry of this formula, charge and spin): 79.7 kcal per mole.